(1)
110
Properties=species:S:1:pos:R:3:lowdin_charge:R:1 method="wB97M-V/def2-TZVPD" homo_lumo_gap_ev=7.0 de_lowest_kj_mol=54.3 charge=+2 energy_ha=-2808.4711 lumo_energy_ev=-5.3052
Sn 0.853 -0.499 0.299 1.03
C 0.715 -0.610 4.669 -0.26
P 1.716 -0.807 3.146 0.78
C 2.708 -2.270 3.652 -0.25
C 2.905 0.583 3.189 -0.41
C 2.863 1.548 4.195 -0.09
C 3.697 2.653 4.152 -0.05
C 4.586 2.815 3.100 -0.05
C 4.650 1.858 2.101 -0.08
C 3.818 0.741 2.127 -0.41
P 3.940 -0.566 0.845 0.77
C 5.639 -1.201 1.144 -0.25
C 4.236 0.386 -0.703 -0.30
H 0.141 0.316 4.660 0.02
H 1.350 -0.644 5.555 0.06
H 0.018 -1.447 4.705 0.04
H 3.261 -2.037 4.561 0.06
H 3.398 -2.564 2.866 0.01
H 2.030 -3.102 3.850 0.05
H 2.176 1.443 5.025 0.10
H 3.647 3.390 4.943 0.12
H 5.231 3.683 3.061 0.12
H 5.361 1.980 1.292 0.10
H 6.349 -0.375 1.184 0.05
H 5.914 -1.879 0.335 0.05
H 5.680 -1.748 2.085 0.04
H 5.176 0.937 -0.691 0.04
H 3.414 1.080 -0.892 0.01
H 4.269 -0.336 -1.522 0.04
C -4.384 -7.529 1.297 -0.02
C -3.499 -6.375 0.954 -0.21
C -3.386 -5.278 1.804 0.01
C -2.571 -4.204 1.510 -0.16
C -2.506 -3.066 2.486 -0.02
C -1.831 -4.222 0.290 -0.10
C -1.017 -3.133 -0.127 -0.16
O -0.852 -2.056 0.484 -0.26
C -1.917 -5.352 -0.574 -0.19
C -1.130 -5.451 -1.855 -0.04
C -2.744 -6.394 -0.222 0.01
H -5.123 -7.258 2.048 0.09
H -3.783 -8.348 1.697 0.10
H -4.894 -7.906 0.411 0.09
H -3.956 -5.266 2.726 0.13
H -3.056 -3.317 3.390 0.09
H -2.942 -2.163 2.053 0.08
H -1.478 -2.824 2.749 0.07
H -0.508 -3.255 -1.090 0.12
H -0.058 -5.375 -1.668 0.09
H -1.411 -4.671 -2.565 0.09
H -1.317 -6.410 -2.330 0.09
H -2.817 -7.257 -0.873 0.13
N 0.806 -0.451 -2.220 0.05
C 0.873 -0.532 -3.380 -0.24
N 0.948 -0.622 -4.669 -0.10
C 2.244 -0.683 -5.364 -0.10
C 2.467 0.600 -6.197 -0.15
C 1.435 1.670 -5.836 -0.19
C 0.017 1.163 -6.120 -0.15
C -0.198 -0.243 -5.512 -0.10
H 2.232 -1.566 -6.004 0.13
H 3.024 -0.821 -4.618 0.12
H 2.380 0.372 -7.260 0.12
H 3.475 0.977 -6.029 0.11
H 1.621 2.570 -6.420 0.12
H 1.533 1.943 -4.781 0.10
H -0.134 1.111 -7.198 0.12
H -0.715 1.865 -5.722 0.11
H -0.275 -1.000 -6.292 0.13
H -1.101 -0.289 -4.908 0.12
C 1.316 3.814 0.129 -0.12
C -0.003 3.648 -0.624 -0.68
C -0.776 4.960 -0.644 -0.09
C 0.274 3.181 -2.053 -0.13
Sb -1.082 1.969 0.385 1.54
C -2.915 1.498 -0.806 -0.68
C -3.777 0.567 0.042 -0.11
C -2.421 0.736 -2.035 -0.14
C -3.684 2.745 -1.212 -0.10
C -1.636 2.657 2.439 -0.68
C -2.439 1.525 3.078 -0.12
C -2.440 3.948 2.427 -0.09
C -0.316 2.819 3.188 -0.13
H 1.974 4.488 -0.429 0.10
H 1.842 2.860 0.252 0.05
H 1.167 4.251 1.115 0.07
H -0.195 5.702 -1.201 0.10
H -0.937 5.357 0.356 0.07
H -1.742 4.862 -1.137 0.07
H 0.968 3.879 -2.534 0.10
H -0.639 3.167 -2.650 0.07
H 0.725 2.186 -2.073 0.04
H -3.187 -0.254 0.459 0.06
H -4.561 0.128 -0.584 0.10
H -4.271 1.098 0.854 0.07
H -1.844 -0.146 -1.745 0.04
H -1.801 1.358 -2.682 0.05
H -3.283 0.395 -2.619 0.10
H -3.986 3.340 -0.349 0.07
H -4.594 2.453 -1.746 0.10
H -3.101 3.376 -1.884 0.07
H -3.431 1.438 2.640 0.06
H -2.574 1.738 4.143 0.10
H -1.923 0.564 2.988 0.06
H -3.318 3.873 1.784 0.07
H -1.839 4.796 2.103 0.07
H -2.793 4.165 3.440 0.10
H 0.308 1.927 3.088 0.03
H -0.518 2.969 4.254 0.10
H 0.259 3.678 2.844 0.07

(2)
133
Properties=species:S:1:pos:R:3:lowdin_charge:R:1 method="wB97M-V/def2-TZVPD" homo_lumo_gap_ev=7.8 charge=-1 energy_ha=-7142.8104 lumo_energy_ev=2.0442
C -0.019 -5.014 0.312 0.06
C 0.539 -4.003 -0.346 -0.17
C 1.479 -2.886 -1.025 -0.34
As 0.898 -0.952 -0.573 0.70
S 1.384 -1.496 1.529 0.70
C 2.760 -0.851 2.433 -0.46
C 4.151 -1.679 2.157 -0.35
O 5.209 -0.936 2.108 0.00
O 4.172 -3.104 2.016 -0.06
C 5.521 -3.640 2.093 -0.13
C 6.255 -3.753 0.630 -0.28
C 5.538 -5.005 -0.138 -0.05
O 6.035 -2.584 -0.210 -0.06
C 7.221 -2.178 -0.900 -0.38
O 8.067 -2.993 -1.399 0.00
C 7.415 -0.557 -1.068 -0.40
S 8.442 -0.177 -2.601 0.66
B -0.967 -1.765 -0.393 -0.71
O -1.696 -2.098 -1.630 0.02
O -1.671 -2.019 0.841 -0.08
C -3.077 -2.375 0.574 -0.22
C -3.940 -2.552 1.953 -0.09
C 2.729 -0.219 -1.127 -0.46
F 2.376 0.926 -2.020 -0.11
F 3.557 0.369 -0.161 0.00
C 3.576 -1.105 -2.192 -0.17
C 2.858 -1.202 -3.656 -0.26
Si 3.755 -2.448 -4.854 0.54
C 5.645 -2.147 -4.945 -0.21
C 2.923 -2.106 -6.587 -0.22
C 3.238 -4.196 -4.274 -0.23
C 1.746 -4.651 -4.642 -0.07
C 1.173 -6.055 -4.187 -0.07
C 2.089 -7.037 -3.342 -0.07
C 3.574 -6.567 -3.032 -0.07
C 4.183 -5.172 -3.476 -0.07
S 0.132 1.175 -0.018 0.66
O 1.231 2.121 0.430 -0.38
O -0.405 1.765 -1.343 -0.41
C -1.256 1.362 1.180 -0.28
F -1.558 2.808 0.986 -0.03
F -2.562 0.834 0.775 0.01
C -0.969 1.304 2.759 -0.15
F -1.382 2.557 3.405 0.03
F 0.436 1.219 3.126 0.04
C -1.716 0.178 3.633 -0.24
F -3.151 0.138 3.478 0.07
F -1.547 0.627 5.021 0.03
F -1.101 -1.115 3.628 0.07
H -0.468 -5.657 1.166 0.05
H 1.505 -3.103 -2.146 0.06
H 2.511 -3.002 -0.491 0.06
H 0.507 -0.647 -2.035 0.02
H 2.921 0.299 2.313 0.10
H 2.606 -0.980 3.588 0.11
H 5.407 -4.748 2.446 0.14
H 6.194 -3.136 2.885 0.14
H 7.360 -3.984 0.846 0.16
H 6.096 -5.187 -1.144 0.08
H 5.544 -5.977 0.492 0.09
H 4.467 -4.653 -0.418 0.09
H 7.928 -0.172 -0.114 0.10
H 6.347 -0.113 -1.218 0.08
H 7.519 -0.118 -3.640 -0.16
H -1.486 -1.434 -2.331 0.09
H -3.165 -3.406 0.033 0.13
H -3.626 -1.533 -0.019 0.12
H -4.554 -1.579 2.145 0.07
H -3.269 -2.835 2.843 0.08
H -4.736 -3.381 1.795 0.07
H 3.999 -2.091 -1.799 0.09
H 4.524 -0.446 -2.402 0.11
H 1.745 -1.491 -3.607 0.07
H 2.953 -0.174 -4.203 0.10
H 5.851 -1.000 -5.025 0.04
H 6.082 -2.609 -5.919 0.05
H 6.210 -2.600 -4.051 0.03
H 2.920 -3.034 -7.269 0.04
H 1.818 -1.817 -6.335 0.04
H 3.391 -1.166 -7.078 0.04
H 1.024 -3.979 -5.259 0.09
H 0.089 -6.378 -4.420 0.08
H 1.719 -8.065 -2.960 0.08
H 4.251 -7.280 -2.433 0.08
H 5.266 -4.840 -3.245 0.08
C -5.004 5.432 6.756 -0.12
O -3.767 4.842 7.126 -0.20
C -3.069 4.233 6.033 -0.20
C -1.854 5.069 5.617 -0.20
N -2.252 6.317 4.963 -0.05
C -1.180 7.307 4.835 -0.19
C -0.468 7.784 6.114 -0.22
O -1.271 8.589 6.975 -0.19
C -2.172 7.861 7.794 -0.10
H -5.570 5.631 7.670 0.09
H -4.849 6.384 6.247 0.07
H -5.595 4.764 6.123 0.09
H -3.730 4.027 5.185 0.12
H -2.705 3.269 6.405 0.12
H -1.232 4.486 4.931 0.11
H -1.272 5.262 6.522 0.10
H -2.999 6.745 5.500 0.06
H -1.626 8.183 4.355 0.12
H -0.430 6.915 4.138 0.12
H 0.357 8.432 5.797 0.12
H -0.001 6.966 6.672 0.11
H -1.754 6.909 8.131 0.09
H -3.113 7.707 7.265 0.07
H -2.397 8.467 8.676 0.09
C -3.733 2.374 -1.357 -0.11
O -4.877 2.960 -1.968 -0.19
C -4.697 3.267 -3.351 -0.21
C -5.474 2.290 -4.241 -0.21
N -4.877 0.954 -4.227 -0.05
C -5.732 -0.102 -4.776 -0.20
C -7.119 -0.322 -4.144 -0.22
O -7.090 -0.864 -2.827 -0.18
C -6.816 0.080 -1.803 -0.09
H -3.869 2.415 -0.275 0.08
H -3.633 1.324 -1.640 0.07
H -2.819 2.915 -1.612 0.08
H -3.639 3.318 -3.630 0.12
H -5.120 4.268 -3.498 0.12
H -5.487 2.667 -5.269 0.12
H -6.502 2.270 -3.873 0.09
H -4.659 0.701 -3.268 0.07
H -5.169 -1.035 -4.679 0.12
H -5.857 0.079 -5.850 0.11
H -7.632 -1.072 -4.756 0.12
H -7.751 0.572 -4.182 0.11
H -7.261 1.057 -2.007 0.09
H -5.739 0.167 -1.657 0.07
H -7.236 -0.299 -0.867 0.09